A molecular structure, C36H35FN5O3V. Source: OMol25; level of theory: the ωB97M-V functional and the def2-TZVPD basis.

Properties
energy = -79890.2605 eV
gap between HOMO and LUMO (alpha / beta) = 6.04 / 7.05 eV
HOMO (alpha / beta) = -0.3875 / -0.3960 hartree

```
! wB97M-V def2-TZVPD RIJCOSX def2/J DEFGRID3
* xyz 1 2
V 0.4042 0.5772 0.1550
O 2.4826 0.1159 0.4435
C 2.7168 -0.5045 1.7387
C 1.8359 0.2710 2.6718
C 2.0759 0.5638 3.9571
C 1.1504 1.2589 4.8629
C 0.0703 2.0153 4.6212
C -0.5273 2.4882 3.3209
N 0.7037 0.7346 2.0061
H 2.8626 -0.4537 -0.2435
H 3.7711 -0.4225 1.9987
H 2.4264 -1.5560 1.6755
H 3.0001 0.2084 4.3954
H 1.3989 1.1284 5.9098
H -0.4458 2.3992 5.4958
H -1.4898 1.9839 3.1595
C -2.3723 -2.8422 0.2597
C -1.2786 -2.0459 0.9777
C -1.5483 -1.9719 2.4812
C 0.0815 -2.6344 0.6372
C 0.5153 -3.7587 1.3363
C 1.6973 -4.3929 1.0069
C 2.4777 -3.8967 -0.0235
C 2.1064 -2.7678 -0.7463
C 3.0875 -2.2303 -1.7806
C 4.4685 -1.9473 -1.1696
C 3.2569 -3.2001 -2.9542
C 0.8774 -2.1487 -0.4220
N 0.4502 -0.9347 -1.0325
C 0.3972 -0.7178 -2.4017
C 0.0006 -1.6255 -3.3816
C -0.0693 -1.2136 -4.7065
C 0.2349 0.0904 -5.0751
C 0.6179 1.0213 -4.1149
C 0.6798 0.5775 -2.8221
F 1.0421 1.4468 -1.7859
H -3.3539 -2.3963 0.4299
H -2.3975 -3.8679 0.6330
H -2.1921 -2.8894 -0.8164
H -1.3396 -1.0214 0.5994
H -1.6705 -2.9626 2.9204
H -2.4755 -1.4257 2.6634
H -0.7421 -1.4615 3.0108
H -0.0888 -4.1469 2.1456
H 2.0180 -5.2679 1.5569
H 3.4112 -4.3915 -0.2604
H 2.7021 -1.2898 -2.1788
H 4.9634 -2.8712 -0.8697
H 4.4333 -1.3116 -0.2786
H 5.1087 -1.4578 -1.9034
H 3.6988 -4.1359 -2.6067
H 3.9230 -2.7739 -3.7052
H 2.3086 -3.4363 -3.4337
H -0.2504 -2.6392 -3.0955
H -0.3753 -1.9229 -5.4641
H 0.1695 0.3915 -6.1111
H 0.8554 2.0471 -4.3611
O -5.0915 4.5447 -2.2584
N -4.7285 4.8487 -1.1375
O -5.2565 5.6914 -0.4471
C -3.5990 4.1031 -0.5628
C -2.9657 4.6691 0.5003
C -1.8350 4.0820 1.1121
C -1.3085 4.6757 2.3432
C -0.7558 3.9824 3.3382
C 0.3784 2.1456 2.1584
N -0.1581 2.2905 0.8395
C -1.3092 2.9462 0.5193
C -2.0512 2.2850 -0.5112
N -1.5930 1.0312 -0.8127
C -2.3046 0.2950 -1.6431
C -3.4625 0.7675 -2.2697
C -3.9136 2.0329 -2.0086
C -3.2129 2.8352 -1.0787
H -3.3517 5.6025 0.8879
H -1.4584 5.7419 2.4665
H -0.4344 4.5189 4.2239
H 1.3094 2.7128 2.2669
H -1.9623 -0.7138 -1.8210
H -3.9945 0.1171 -2.9491
H -4.8061 2.4099 -2.4818
*
```

Here are the Mulliken charges for atoms 1 to 4, given in e: -0.46, -0.92, -0.15, -0.31



A molecular structure, C36H35HoNP2S2. Source: OMol25; level of theory: the ωB97M-V functional and the def2-TZVPD basis.

Properties
energy = -105432.2148 eV
gap between HOMO and LUMO (alpha / beta) = 6.22 / 6.32 eV
HOMO (alpha / beta) = -0.3609 / -0.3615 hartree

```
! wB97M-V def2-TZVPD RIJCOSX def2/J DEFGRID3
* xyz 1 5
Ho -1.5978 -0.2433 -2.0967
C 0.3633 0.3482 1.2657
N 1.5261 -0.4778 1.1394
C 1.8231 -1.1780 -0.0719
P 1.2109 -0.4135 -1.6699
C 1.8356 1.2879 -1.7985
C 1.3007 2.0438 -2.8454
C 1.6680 3.3662 -3.0037
C 2.5686 3.9410 -2.1192
C 3.1221 3.1851 -1.0981
C 2.7580 1.8597 -0.9295
C 2.2358 -1.3182 -2.8689
C 1.7384 -2.5296 -3.3461
C 2.4527 -3.2540 -4.2816
C 3.6537 -2.7558 -4.7646
C 4.1460 -1.5445 -4.3012
C 3.4441 -0.8244 -3.3501
C 2.5021 -0.4804 2.1460
C 3.2251 -1.6454 2.4049
C 4.1937 -1.6618 3.3894
C 4.4603 -0.5245 4.1329
C 3.7477 0.6347 3.8772
C 2.7780 0.6638 2.8930
P -1.2551 -0.4453 0.6978
C -1.1943 -2.1587 1.3031
C -0.5171 -2.5835 2.4412
C -0.5404 -3.9237 2.7885
C -1.2523 -4.8350 2.0245
C -1.9510 -4.4120 0.9029
C -1.9094 -3.0798 0.5348
C -2.4261 0.3535 1.8413
C -2.5418 1.7414 1.7712
C -3.4569 2.4013 2.5689
C -4.2739 1.6829 3.4288
C -4.1616 0.3034 3.4983
C -3.2437 -0.3665 2.7068
H 0.4494 1.2891 0.6812
H 0.2378 0.6025 2.3238
H 1.3811 -2.1984 -0.0801
H 2.9149 -1.2795 -0.1666
H 0.6011 1.5851 -3.5512
H 1.2484 3.9552 -3.8054
H 2.8342 4.9813 -2.2225
H 3.8359 3.6296 -0.4226
H 3.1908 1.2787 -0.1291
H 0.7889 -2.9047 -2.9658
H 2.0741 -4.1990 -4.6442
H 4.2054 -3.3073 -5.5099
H 5.0785 -1.1562 -4.6806
H 3.8247 0.1180 -2.9842
H 3.0144 -2.5455 1.8489
H 4.7370 -2.5733 3.5813
H 5.2153 -0.5414 4.9024
H 3.9566 1.5317 4.4386
H 2.2446 1.5802 2.6938
H 0.0194 -1.8764 3.0544
H -0.0074 -4.2576 3.6652
H -1.2628 -5.8776 2.3002
H -2.5218 -5.1217 0.3218
H -2.4702 -2.7283 -0.3408
H -1.9178 2.2945 1.0826
H -3.5366 3.4770 2.5149
H -5.0011 2.1968 4.0387
H -4.7957 -0.2559 4.1697
H -3.1650 -1.4419 2.7688
C -5.8804 1.8293 -1.9152
C -4.4114 1.5397 -1.7575
S -4.1164 -0.2030 -1.5373
C -3.4787 2.5045 -1.7500
C -3.7728 3.9702 -1.8998
S -1.7264 2.2302 -1.5784
H -6.4274 0.8905 -1.9523
H -6.0849 2.3827 -2.8302
H -6.2540 2.4011 -1.0672
H -4.8343 4.1921 -1.9419
H -3.2898 4.3405 -2.8045
H -3.3293 4.5062 -1.0611
*
```

Here are the Mulliken charges for atoms 1 to 4, given in e: 0.71, -1.86, 1.62, -1.48



A molecular structure, C36H35N9OSSiV. Source: OMol25; level of theory: the ωB97M-V functional and the def2-TZVPD basis.

Properties
energy = -97763.5818 eV
gap between HOMO and LUMO (alpha / beta) = 6.11 / 6.47 eV
HOMO (alpha / beta) = -0.2362 / -0.2566 hartree

```
! wB97M-V def2-TZVPD RIJCOSX def2/J DEFGRID3
* xyz 0 4
V -0.1787 0.0310 0.5192
N 0.7784 -3.5449 3.9337
C 1.2276 -2.4225 3.2774
S 2.8855 -2.3966 2.8088
N 0.2515 -1.5608 3.0258
N 0.6065 -0.4024 2.3683
C 1.4730 0.4063 2.8438
C 1.6942 1.6462 2.0781
C 2.6380 2.5957 2.4505
C 2.7704 3.7394 1.6843
C 1.9621 3.9131 0.5688
C 1.0539 2.9176 0.2545
N 0.9339 1.8078 0.9817
H 1.3706 -4.3531 3.8779
H -0.2211 -3.6764 3.9426
H 1.9913 0.2053 3.7733
H 3.2465 2.4314 3.3292
H 3.4979 4.4923 1.9587
H 2.0257 4.7992 -0.0461
H 0.3858 2.9827 -0.5966
C 5.1260 -12.5004 -0.3899
O 3.7481 -12.1754 -0.3757
C 3.4178 -10.8610 -0.3512
C 4.3403 -9.8221 -0.3623
C 3.8804 -8.5101 -0.3355
C 2.5255 -8.2172 -0.3042
C 1.6143 -9.2756 -0.2895
C 2.0516 -10.5804 -0.3133
C 2.0202 -6.8371 -0.2761
N 0.7748 -6.4909 -0.0553
C 0.7752 -5.1172 -0.1182
C 2.0286 -4.6359 -0.3858
N 2.8280 -5.7513 -0.4912
C 2.3495 -3.2453 -0.4828
C 3.6182 -2.7230 -0.7514
C 3.7873 -1.3643 -0.7750
C 2.6950 -0.5389 -0.5080
N 1.4866 -1.0073 -0.2454
C 1.2978 -2.3510 -0.2527
C -0.0493 -2.8440 0.0277
N -1.0002 -1.9161 0.2494
C -2.2316 -2.2996 0.5275
C -2.5897 -3.6497 0.6055
C -1.6303 -4.6077 0.3927
C -0.3197 -4.2123 0.0947
H 5.1790 -13.5850 -0.3933
H 5.6303 -12.1130 0.4989
H 5.6134 -12.1120 -1.2880
H 5.4035 -10.0102 -0.3835
H 4.6251 -7.7234 -0.3222
H 0.5560 -9.0559 -0.2594
H 1.3517 -11.4049 -0.3045
H 3.8161 -5.7762 -0.6561
H 4.4602 -3.3811 -0.9250
H 4.7519 -0.9184 -0.9710
H 2.7993 0.5387 -0.4829
H -2.9457 -1.5023 0.6922
H -3.6119 -3.9130 0.8378
H -1.8586 -5.6639 0.4531
C -2.9592 -0.6607 -2.3750
Si -2.2601 1.0064 -1.8744
C -3.5451 2.2910 -2.3407
C -0.7286 1.2565 -2.9380
N -1.8217 1.0484 -0.2182
C -2.2822 1.8683 0.8157
C -2.3930 1.3590 2.1173
C -2.7445 2.1690 3.1903
C -3.0303 3.5102 2.9969
C -2.9453 4.0315 1.7085
C -2.5709 3.2349 0.6414
H -3.2583 -0.6235 -3.4265
H -3.8420 -0.9201 -1.7851
H -2.2357 -1.4721 -2.2678
H -4.0089 2.0067 -3.2894
H -3.1266 3.2910 -2.4665
H -4.3344 2.3559 -1.5888
H -0.9020 0.9345 -3.9687
H 0.1202 0.6740 -2.5622
H -0.4202 2.3056 -2.9646
H -2.2042 0.3030 2.2962
H -2.8039 1.7327 4.1801
H -3.3137 4.1420 3.8282
H -3.1592 5.0795 1.5337
H -2.4745 3.6723 -0.3431
*
```

Here are the Mulliken charges for atoms 1 to 4, given in e: -0.42, -0.41, 0.17, -0.44